Record 1
{
  "formula": "C12H36B2F8O6S6Y",
  "method": "ωB97M-V with the def2-TZVPD basis set",
  "charge": 1,
  "relative_energy_kcal_mol": 81.82,
  "symbols": ["Y", "B", "F", "F", "F", "F", "B", "F", "F", "F", "F", "C", "S", "O", "C", "H", "H", "H", "H", "H", "H", "C", "S", "O", "C", "H", "H", "H", "H", "H", "H", "C", "S", "O", "C", "H", "H", "H", "H", "H", "H", "C", "S", "O", "C", "H", "H", "H", "H", "H", "H", "C", "S", "O", "C", "H", "H", "H", "H", "H", "H", "C", "S", "O", "C", "H", "H", "H", "H", "H", "H"],
  "xyz": [[-1.870890, 25.519940, -32.379020], [-1.135940, 28.363400, -32.665530], [-0.328140, 27.293130, -32.605760], [-1.423460, 28.735650, -33.989580], [-2.342570, 27.798140, -32.207660], [-0.681810, 29.397640, -31.832930], [-4.625860, 25.223360, -33.258310], [-3.989030, 24.377240, -32.351620], [-5.170660, 26.184910, -32.497750], [-3.626750, 25.949810, -33.846670], [-5.458020, 24.583510, -34.136000], [-1.341990, 21.125850, -30.336250], [-1.676960, 22.862710, -29.726600], [-1.706240, 23.656590, -31.077960], [-3.436100, 22.446380, -29.325800], [-0.316670, 21.028400, -30.693080], [-2.102300, 20.834430, -31.060890], [-1.310860, 20.490460, -29.451150], [-3.992230, 23.318550, -28.982080], [-3.558380, 21.746220, -28.499410], [-4.005930, 22.216210, -30.226040], [-3.715490, 21.734940, -34.057010], [-1.899280, 22.089770, -34.035660], [-1.906600, 23.500960, -33.442190], [-1.615100, 22.202350, -35.850250], [-3.994510, 21.638230, -33.007780], [-3.989370, 20.737940, -34.402080], [-4.297940, 22.507620, -34.558830], [-2.057370, 23.148700, -36.161570], [-2.067690, 21.316520, -36.295840], [-0.591630, 22.387570, -36.176300], [-5.539750, 25.794680, -29.215590], [-3.836730, 26.479270, -29.391350], [-3.209300, 25.971610, -30.698050], [-4.187390, 28.315010, -29.558160], [-6.133940, 26.535170, -28.680140], [-5.600860, 24.916840, -28.572330], [-5.946100, 25.771530, -30.226750], [-4.804560, 28.486570, -30.440070], [-3.282550, 28.911140, -29.439780], [-4.893160, 28.592560, -28.775250], [-0.030510, 27.113690, -36.598840], [-1.343190, 25.927230, -36.160230], [-1.324260, 25.869680, -34.623690], [-2.823320, 26.928560, -36.590730], [0.651390, 26.927080, -35.769210], [-0.486880, 28.103270, -36.575240], [0.433440, 26.988010, -37.577130], [-2.726580, 27.212900, -37.638530], [-2.736610, 27.828600, -35.982020], [-3.791430, 26.511950, -36.312700], [0.445930, 25.322860, -28.191590], [0.308170, 26.433150, -29.639700], [-0.741890, 25.846170, -30.541680], [-0.333840, 27.989940, -28.838950], [0.793200, 24.331640, -28.483110], [-0.514270, 25.223990, -27.685290], [1.149880, 25.750790, -27.477850], [-1.144280, 27.830370, -28.127750], [-0.595760, 28.704950, -29.618860], [0.413850, 28.509720, -28.239880], [2.337980, 22.893810, -33.025530], [1.664720, 24.456330, -32.251420], [0.192850, 24.529040, -32.561430], [2.631620, 25.668180, -33.322360], [1.468670, 22.237080, -32.992400], [3.146360, 22.427690, -32.462200], [2.518180, 23.025090, -34.092480], [2.243760, 25.574910, -34.336750], [3.694220, 25.449030, -33.427020], [2.493630, 26.740320, -33.182470]],
  "atomic_forces_ev_per_a": [[-0.11, -0.70, -1.14], [-1.54, 2.59, -0.89], [3.07, -1.59, -0.32], [0.78, 0.44, 0.34], [-1.35, 0.39, 0.84], [-0.28, -0.50, -0.50], [-1.11, 0.12, 0.46], [0.00, -1.91, 0.18], [-2.99, 1.45, 1.53], [1.80, 0.40, -2.28], [0.04, -0.28, -0.18], [0.55, 0.62, 1.11], [-1.15, -0.17, -3.44], [-0.33, -2.94, 3.98], [-0.43, 1.09, 0.13], [-0.16, 0.52, -0.49], [0.17, 0.12, 0.10], [-0.59, -0.12, 0.09], [0.61, 0.50, 0.12], [0.45, -0.41, -0.34], [0.50, -0.59, -0.17], [0.37, -0.79, 0.27], [-1.10, 1.81, 0.40], [0.14, -2.66, -2.49], [-0.33, 0.90, 0.38], [0.15, 0.71, 0.14], [0.47, -0.03, -0.68], [0.29, 0.11, 0.10], [-0.78, -0.25, -0.04], [0.10, 0.17, -0.14], [0.33, -0.72, 0.64], [0.03, 1.43, -0.34], [0.92, 0.21, -0.73], [-2.41, 1.10, 3.00], [-1.16, -1.06, 0.11], [0.17, 0.29, 0.05], [0.45, -0.25, -0.64], [-0.01, -0.68, 0.03], [0.74, 0.00, -0.52], [-0.03, -0.35, -0.47], [0.27, -0.28, 0.55], [-0.77, 0.20, 0.29], [-0.99, -0.10, 1.41], [0.88, 0.32, -2.33], [0.76, 0.65, 0.40], [0.18, 0.41, -0.19], [0.33, 0.08, 0.40], [-0.17, -0.52, 0.10], [-0.19, -0.23, -0.07], [0.20, 0.11, 0.06], [0.40, -0.65, -0.27], [-0.49, 0.45, 0.14], [0.46, 0.65, 0.26], [1.41, 1.10, 2.74], [-0.02, -0.33, 0.30], [0.03, 0.23, -0.34], [-0.13, 0.04, -0.15], [0.12, 0.16, -0.19], [-0.32, -0.38, -0.36], [-0.17, -0.39, -0.30], [0.63, -0.48, -0.18], [-1.38, 0.48, -0.25], [0.87, 0.54, -0.13], [2.63, -0.29, -0.95], [-0.73, -0.26, -1.12], [-0.07, -0.10, 0.28], [0.08, 0.48, -0.07], [0.44, 0.19, 0.14], [-0.26, -0.55, -0.14], [-0.04, -0.33, 0.65], [-0.22, -0.20, 1.13]],
  "mulliken_charge": [0.90, -0.30, 0.04, -0.37, -0.14, -0.42, -0.30, 0.24, -0.33, -0.12, -0.38, -1.01, 0.16, 0.35, -0.64, 0.31, 0.24, 0.48, -0.05, 0.50, 0.14, -0.80, 0.26, 0.21, -0.79, 0.05, 0.53, 0.28, 0.10, 0.42, 0.32, -1.06, 0.52, -0.61, -1.04, 0.48, 0.35, 0.22, 0.33, 0.25, 0.49, -0.81, 0.35, -0.37, -0.91, 0.07, 0.32, 0.41, 0.42, 0.26, 0.22, -1.02, 0.50, 0.43, -0.91, 0.25, 0.28, 0.48, 0.28, 0.19, 0.52, -0.92, 0.31, -0.08, -1.01, 0.24, 0.38, 0.35, 0.17, 0.48, 0.32]
}

---

Record 2
{
  "formula": "C5H11N2O",
  "method": "ωB97M-V with the def2-TZVPD basis set",
  "charge": 1,
  "relative_energy_kcal_mol": 80.19,
  "smiles": "C[NH2+][C@@H]1CC(=O)N1C",
  "symbols": ["C", "N", "C", "C", "C", "O", "N", "C", "H", "H", "H", "H", "H", "H", "H", "H", "H", "H", "H"],
  "xyz": [[-2.200253, -0.580602, 0.128758], [-0.821372, -0.054115, 0.656684], [0.201325, -0.202557, -0.380975], [0.888737, -1.563416, -0.378089], [2.288759, -0.755694, -0.091644], [3.400301, -1.085031, 0.204686], [1.629380, 0.400799, 0.073440], [1.974091, 1.753523, 0.238069], [-2.799645, 0.131134, -0.209000], [-1.855667, -1.275292, -0.621537], [-2.733094, -1.173937, 0.894256], [-0.547188, -0.668655, 1.482560], [-0.698903, 0.890989, 0.961881], [-0.135054, 0.338630, -1.334624], [0.785628, -2.190192, -1.317240], [0.592331, -2.323812, 0.367093], [1.567696, 2.027122, 1.109251], [3.008445, 1.922247, 0.071945], [1.514185, 2.450682, -0.432411]],
  "atomic_forces_ev_per_a": [[3.21, -3.29, 2.35], [-0.51, -1.83, 1.17], [3.61, 1.49, -0.71], [0.89, -1.19, -1.91], [-0.31, -2.67, 1.40], [-0.57, 0.33, -0.97], [-4.45, -0.97, -1.86], [0.56, 0.11, -2.34], [-2.19, 3.37, -1.61], [-0.41, -0.11, -0.47], [0.57, 0.54, -0.07], [-0.29, 0.99, -1.16], [-1.03, 0.97, 0.54], [0.28, -1.16, 1.31], [0.47, 1.17, 0.71], [0.13, 0.84, 0.31], [-0.43, 1.52, 3.95], [1.07, -0.04, 0.61], [-0.60, -0.07, -1.26]],
  "mulliken_charge": [-0.76, -0.14, -0.34, -0.69, 0.44, -0.54, -0.02, -1.01, 0.37, 0.33, 0.34, 0.43, 0.36, 0.42, 0.34, 0.30, 0.39, 0.38, 0.38]
}

---

Record 3
{
  "formula": "C36H34I2N6SeY",
  "method": "ωB97M-V with the def2-TZVPD basis set",
  "charge": 1,
  "relative_energy_kcal_mol": 12.55,
  "symbols": ["Y", "N", "C", "C", "C", "C", "C", "C", "C", "C", "C", "C", "C", "C", "H", "H", "H", "H", "H", "H", "H", "H", "H", "H", "Se", "N", "C", "C", "C", "C", "C", "N", "C", "C", "N", "C", "C", "C", "C", "C", "N", "H", "H", "H", "H", "H", "H", "I", "I", "C", "C", "C", "C", "C", "C", "C", "C", "N", "C", "C", "C", "C", "H", "H", "H", "H", "H", "H", "H", "H", "H", "H", "H", "H", "H", "H", "H", "H", "H", "H"],
  "xyz": [[-0.031063, -0.537207, -0.298599], [1.082696, -1.253554, 2.174338], [0.327150, -2.442621, 2.240232], [-0.622319, -2.647449, 3.239800], [-1.404474, -3.788267, 3.239420], [-1.236700, -4.756162, 2.255312], [-0.270947, -4.571828, 1.283514], [0.513007, -3.422285, 1.251438], [1.619543, -3.256401, 0.270314], [2.535664, -4.297400, 0.109954], [3.624750, -4.146659, -0.728745], [3.810143, -2.950729, -1.403414], [2.879212, -1.931077, -1.252492], [1.755237, -2.040039, -0.425816], [1.017558, -0.653611, 2.986136], [2.043794, -1.396522, 1.888276], [-0.722623, -1.918532, 4.030985], [-2.132318, -3.933508, 4.023756], [-1.837380, -5.652698, 2.264972], [-0.105808, -5.332246, 0.528685], [2.410195, -5.215740, 0.668247], [4.337983, -4.951496, -0.838891], [4.672112, -2.818302, -2.041576], [3.044036, -1.015603, -1.818611], [-3.404976, 1.972983, -7.240456], [-2.416792, 0.544343, -6.805158], [-1.958642, 0.729388, -5.595413], [-1.111282, -0.228042, -4.899015], [-0.634426, -1.391772, -5.505957], [0.189124, -2.220990, -4.780270], [0.486767, -1.894757, -3.456183], [0.033984, -0.793335, -2.858613], [-0.734094, 0.041888, -3.583614], [-1.098705, 1.309720, -2.942832], [-0.618722, 1.510749, -1.703364], [-0.799780, 2.710495, -1.153879], [-1.508526, 3.734851, -1.778177], [-2.058743, 3.508806, -3.018254], [-1.842308, 2.273592, -3.629621], [-2.323976, 1.963476, -4.966353], [-3.075019, 2.768106, -5.670021], [-0.908904, -1.609481, -6.527978], [0.600230, -3.121101, -5.208983], [1.104572, -2.542545, -2.851207], [-0.357246, 2.849218, -0.180439], [-1.617060, 4.684785, -1.277004], [-2.627769, 4.266771, -3.537015], [-2.547483, -2.658675, -1.184154], [-1.425508, -4.759850, -2.246629], [4.017746, 2.138098, 0.639966], [2.777777, 2.241321, 1.473913], [2.762261, 2.956376, 2.667993], [1.598568, 3.039640, 3.422948], [1.577777, 3.821310, 4.702902], [0.442093, 2.393388, 3.004772], [0.409053, 1.641192, 1.816127], [1.609202, 1.618632, 1.070325], [-0.656711, 0.938738, 1.302204], [-2.018862, 1.131453, 1.820691], [-2.462391, 2.610764, 1.895402], [-2.917953, 0.396563, 0.822409], [-2.252301, 0.459767, 3.180948], [4.798598, 2.794782, 1.016547], [3.821275, 2.410069, -0.397737], [4.407132, 1.119023, 0.643879], [3.655908, 3.463740, 3.001922], [2.526846, 4.321574, 4.875792], [1.382041, 3.168264, 5.552941], [0.793982, 4.577489, 4.686458], [-0.443113, 2.491251, 3.611410], [1.669991, 1.130141, 0.084708], [-1.768808, 3.271202, 1.380915], [-2.525148, 2.963644, 2.922805], [-3.447902, 2.745886, 1.452616], [-2.850942, 0.836123, -0.177195], [-3.967178, 0.405855, 1.118272], [-2.634020, -0.664156, 0.791021], [-1.528191, 0.778942, 3.927233], [-2.185484, -0.621447, 3.083887], [-3.245408, 0.701687, 3.557282]],
  "atomic_forces_ev_per_a": [[-0.37, 0.33, 0.72], [-0.04, -0.10, -0.27], [-0.05, -0.03, -0.01], [0.03, 0.02, -0.07], [0.01, -0.07, -0.07], [-0.03, 0.09, 0.08], [-0.01, -0.07, 0.03], [0.14, 0.04, -0.10], [0.11, -0.04, -0.07], [-0.10, 0.03, 0.05], [0.08, -0.06, -0.04], [-0.04, 0.04, -0.01], [0.11, 0.05, -0.07], [0.46, -0.17, -0.27], [-0.09, -0.01, -0.03], [0.00, 0.00, 0.09], [0.00, 0.03, 0.06], [-0.06, -0.01, 0.06], [-0.05, -0.07, 0.00], [0.02, 0.03, 0.07], [-0.02, -0.07, 0.04], [0.03, -0.04, 0.00], [0.07, 0.03, -0.05], [0.00, 0.02, -0.01], [0.50, -0.18, 0.62], [-0.13, -0.03, -0.10], [-0.11, -0.02, -0.34], [0.10, -0.06, 0.08], [0.06, -0.03, 0.15], [-0.02, 0.10, 0.12], [-0.13, 0.02, -0.10], [-0.02, -0.33, -0.10], [0.00, 0.06, -0.13], [-0.09, 0.07, -0.14], [0.01, 0.18, 0.03], [-0.01, 0.00, -0.08], [0.08, -0.09, 0.07], [0.06, -0.06, 0.05], [0.11, -0.02, 0.19], [-0.17, 0.19, -0.22], [-0.16, 0.03, -0.09], [-0.02, 0.00, -0.05], [0.02, -0.07, -0.03], [0.03, -0.02, 0.01], [0.00, 0.02, 0.05], [-0.01, 0.04, 0.02], [-0.03, 0.02, -0.04], [-0.22, 0.42, 0.30], [0.21, -0.42, -0.27], [0.13, 0.02, -0.06], [-0.13, 0.03, 0.26], [0.00, -0.07, -0.10], [0.02, -0.02, -0.05], [0.02, 0.06, 0.08], [0.00, -0.11, -0.16], [-0.09, 0.04, -0.05], [0.06, -0.12, -0.18], [-0.22, 0.16, 0.08], [0.03, -0.05, -0.04], [0.07, 0.06, 0.03], [-0.10, 0.05, -0.09], [0.05, -0.02, -0.01], [0.03, 0.02, 0.00], [-0.01, 0.00, -0.04], [0.01, -0.04, 0.00], [0.09, 0.04, 0.02], [0.05, 0.03, 0.02], [-0.01, -0.03, 0.05], [-0.05, 0.04, 0.00], [-0.08, 0.00, 0.05], [-0.05, 0.10, 0.06], [0.02, 0.01, -0.06], [0.00, 0.02, 0.05], [-0.09, 0.00, -0.03], [0.02, 0.02, -0.05], [-0.01, 0.05, 0.04], [0.05, -0.08, 0.03], [0.04, 0.02, 0.02], [0.00, -0.05, -0.02], [-0.10, 0.02, 0.02]],
  "mulliken_charge": [-0.66, -0.10, 0.33, -1.02, -0.63, -1.01, -0.66, 0.65, 0.22, -0.68, -0.78, -0.75, -0.62, 0.98, 0.33, 0.35, 0.65, 0.45, 0.44, 0.64, 0.50, 0.42, 0.47, 0.40, 0.29, -0.85, 0.85, 0.57, -0.55, -1.10, -0.48, 0.37, -0.05, -0.35, -0.08, -0.26, -1.21, -0.72, 0.54, 0.89, -0.86, 0.57, 0.52, 0.45, 0.58, 0.54, 0.57, 0.26, -0.05, -1.62, 0.11, -0.86, 0.03, -1.75, -1.03, 0.13, 1.08, 1.94, 1.35, -1.73, -1.47, -1.81, 0.41, 0.34, 0.28, 0.33, 0.39, 0.34, 0.35, 0.46, 0.36, 0.23, 0.46, 0.42, 0.44, 0.54, -0.24, 0.32, 0.37, 0.52]
}